(1)
C37H40Cl5CoN5O2P3 as an isolated structure at a distorted geometry. Source: the OMol25 dataset; level of theory: wB97M-V/def2-TZVPD.

Values from the calculation:
- relative energy (zero: lowest compared OMol25 entry of this formula, charge and spin) (eV) = 2.074
- E_tot (eV) = -178664.39463
- expectation value of S² = 1.097
- multiplicity = 2
- net charge = +1
- E_HOMO (spin up / spin down) (eV) = -10.77 / -10.88

Last column: Löwdin charge in e.
CARTESIAN COORDINATES (ANGSTROEM)
Co 0.62416 -0.96590 -1.06349  0.31
C 3.92626 -0.55320 -0.36299  -0.26
P 2.98016 -1.18110 -1.82419  0.86
C 4.10966 -2.58650 -2.18839  -0.33
C 3.56186 -0.01150 -3.11769  -0.37
C 4.45536 -0.34480 -4.13169  -0.08
C 4.92126 0.62850 -5.00239  -0.06
C 4.50246 1.94190 -4.87779  -0.06
C 3.58536 2.27540 -3.89889  -0.07
C 3.10436 1.30560 -3.02889  -0.38
P 1.83726 1.62500 -1.75379  0.96
C 2.77826 2.73900 -0.60559  -0.23
C 0.78476 2.88290 -2.58219  -0.22
H 4.90166 -0.17820 -0.67129  0.06
H 4.06766 -1.39270 0.31591  0.03
H 3.37226 0.22470 0.15471  0.00
H 5.11506 -2.19620 -2.33409  0.05
H 3.79366 -3.12550 -3.07839  0.04
H 4.11876 -3.27960 -1.35119  0.01
H 4.79866 -1.35550 -4.28119  0.09
H 5.61966 0.35640 -5.77819  0.11
H 4.88316 2.70050 -5.54459  0.11
H 3.25316 3.29800 -3.81069  0.10
H 2.82306 3.74810 -1.00599  0.05
H 3.79236 2.37190 -0.47679  0.04
H 2.27716 2.75210 0.36081  0.03
H 1.36886 3.75190 -2.87289  0.04
H 0.00426 3.20050 -1.89249  0.03
H 0.31666 2.43940 -3.45789  0.05
Cl -2.89214 -1.30170 -1.08079  0.86
C -1.97844 -2.75650 -1.13849  -0.67
C -0.57774 -2.73020 -1.22249  -0.20
C -0.01354 -4.00830 -1.28189  -0.71
Cl 1.69366 -4.15260 -1.46749  0.73
C -0.72054 -5.20600 -1.19659  -0.72
Cl 0.09056 -6.72610 -1.24539  0.69
C -2.10334 -5.16990 -1.06339  -0.72
Cl -3.00824 -6.61770 -0.87639  0.70
C -2.73334 -3.93020 -1.06329  -0.71
Cl -4.44534 -3.87380 -0.92599  0.70
O -1.17434 0.56070 -3.06759  0.06
C -1.42084 0.93340 -1.94529  -0.69
N -2.42084 1.73340 -1.50059  0.17
C -2.30534 2.02080 -0.08249  -0.27
C -1.08784 1.13470 0.24981  -0.46
O -0.61934 0.91040 1.38291  -0.12
N -0.65154 0.56660 -0.84489  -0.02
C -2.12394 3.51840 0.08491  -0.15
C -3.21804 4.33170 -0.19279  -0.02
C -3.07894 5.70590 -0.18849  -0.06
C -1.85044 6.27910 0.09541  -0.07
C -0.76554 5.47210 0.39141  -0.07
C -0.90094 4.09400 0.38771  -0.04
C -3.45984 1.53790 0.77201  -0.18
C -4.62324 0.99390 0.24801  -0.07
C -5.61914 0.54570 1.10121  -0.06
C -5.44944 0.62270 2.47221  -0.08
C -4.29734 1.18700 2.99511  -0.07
C -3.31164 1.65430 2.14881  -0.03
H -3.04924 2.22940 -2.10899  0.17
H -4.17594 3.88130 -0.40969  0.12
H -3.93064 6.32720 -0.41869  0.11
H -1.74054 7.35240 0.08511  0.11
H 0.19166 5.91660 0.61511  0.11
H -0.05914 3.46060 0.62341  0.10
H -4.75764 0.90700 -0.81859  0.10
H -6.52684 0.12770 0.69151  0.11
H -6.21604 0.24960 3.13381  0.11
H -4.16404 1.26650 4.06371  0.11
H -2.41204 2.10500 2.54071  0.12
C 1.44286 -2.60710 4.14251  -0.12
N 1.00906 -3.47350 2.97381  -0.07
C -0.48844 -3.71250 3.10391  -0.10
N -1.18714 -2.48990 3.18801  -0.14
C -0.72724 -1.70050 4.31191  -0.14
N 0.69226 -1.41130 4.19121  -0.15
C 0.98606 -0.47090 3.12931  -0.26
P 0.44506 -1.07220 1.42871  1.06
C 1.29486 -2.79650 1.69311  -0.25
C -1.22244 -1.73430 1.95581  -0.25
H 2.50776 -2.38750 4.02371  0.15
H 1.28506 -3.19100 5.05591  0.15
H 1.50176 -4.37110 3.00511  0.19
H -0.64254 -4.30070 4.01531  0.15
H -0.81524 -4.28450 2.23061  0.15
H -0.90414 -2.25590 5.23821  0.14
H -1.28834 -0.76790 4.34711  0.14
H 2.05896 -0.25780 3.12961  0.10
H 0.45146 0.45780 3.32831  0.09
H 2.37566 -2.67040 1.59801  0.09
H 0.97936 -3.45360 0.88141  0.04
H -1.61364 -2.37330 1.16451  0.07
H -1.91084 -0.89910 2.08351  0.09

Forces on the atoms, in the same order (eV/Å):
Co -0.1 1.1 -0.4
C -0.2 -0.1 -0.1
P 0.8 -0.3 0.1
C -0.2 0.0 0.0
C -0.3 0.2 -0.1
C 0.0 0.0 -0.1
C 0.0 0.0 0.0
C 0.0 0.0 0.0
C 0.0 0.0 0.1
C -0.2 -0.1 0.1
P 0.6 0.4 -0.2
C -0.3 -0.4 0.0
C -0.1 -0.4 0.1
H 0.0 0.0 0.0
H 0.0 -0.1 0.1
H 0.0 0.0 0.1
H 0.0 0.0 0.0
H 0.0 0.0 0.0
H 0.0 0.0 0.0
H 0.0 -0.1 0.1
H 0.1 0.0 -0.1
H 0.0 0.1 -0.1
H -0.1 0.1 0.0
H 0.0 0.1 0.0
H 0.0 0.0 0.1
H 0.0 0.1 0.1
H 0.1 0.0 0.1
H 0.0 0.1 0.0
H 0.0 0.0 0.0
Cl -0.3 -0.1 0.1
C 0.2 -0.2 -0.2
C 0.2 0.5 0.1
C -0.3 0.2 0.0
Cl 0.4 -0.2 0.0
C -0.1 -0.1 0.0
Cl 0.0 0.0 0.0
C 0.1 0.0 0.0
Cl 0.1 0.0 -0.1
C -0.1 -0.1 0.1
Cl -0.1 0.0 0.0
O -0.1 0.0 -0.4
C 0.1 0.0 0.0
N -0.4 0.0 0.0
C -0.1 0.2 0.1
C 0.1 0.2 0.1
O -0.3 0.7 0.1
N 0.0 -1.2 -0.4
C 0.2 0.0 0.0
C 0.2 0.0 0.1
C -0.1 0.0 -0.1
C 0.1 0.1 0.0
C 0.0 0.1 0.0
C -0.1 -0.1 0.0
C -0.1 -0.1 0.0
C 0.1 0.1 0.1
C -0.1 -0.1 0.0
C -0.1 -0.1 0.0
C 0.1 0.0 0.1
C 0.0 0.0 0.0
H 0.1 0.0 -0.1
H -0.1 0.0 0.0
H -0.1 0.1 0.0
H 0.0 0.1 0.0
H 0.1 0.1 0.1
H 0.2 -0.1 0.1
H 0.0 0.0 -0.2
H 0.0 0.0 0.0
H -0.1 0.0 0.1
H 0.0 0.0 0.1
H 0.0 0.0 0.1
C 0.3 0.0 0.4
N 0.1 -0.3 0.2
C -0.4 -0.4 0.1
N -0.2 -0.2 0.3
C -0.1 0.0 0.2
N 0.0 0.0 0.4
C 0.1 0.5 -0.6
P 0.5 -1.2 0.6
C 0.0 0.6 -0.8
C -0.2 0.3 -0.5
H -0.1 -0.1 -0.1
H 0.0 0.0 -0.2
H -0.1 0.1 0.1
H 0.1 0.0 -0.1
H 0.2 0.0 0.1
H 0.0 0.0 0.0
H 0.0 0.0 0.0
H 0.0 0.0 0.0
H 0.1 0.0 0.0
H 0.0 0.0 0.1
H 0.0 0.0 0.2
H 0.0 0.0 0.0
H 0.0 0.0 -0.1


(2)
C2H7NS3 as an isolated structure at a distorted geometry. Source: the OMol25 dataset; level of theory: wB97M-V/def2-TZVPD.

Values from the calculation:
- relative energy (zero: lowest compared OMol25 entry of this formula, charge and spin) (eV) = 1.332
- E_tot (eV) = -36180.66849
- multiplicity = 1
- E_HOMO (eV) = -8.72

Last column: natural (NBO) charge in e.
CARTESIAN COORDINATES (ANGSTROEM)
C -0.18074 1.12345 -1.31878  -0.55
C -0.41699 -0.19602 0.11486  -0.10
N 0.67983 -0.03962 0.98553  -0.87
S -0.40804 -1.86274 -0.79083  -0.09
S -1.99446 0.13547 0.88965  0.02
S 2.30537 -0.02233 0.56892  0.22
H 0.89334 1.31548 -1.16804  0.20
H -0.29775 0.56915 -2.23519  0.21
H -0.85318 1.96727 -1.18043  0.22
H 0.57852 -0.55031 1.96839  0.40
H -0.16231 -2.63975 0.44694  0.13
H -2.37998 -1.08078 1.30688  0.13
H 2.23637 1.28074 0.41212  0.09

Forces on the atoms, in the same order (eV/Å):
C 0.5 -2.7 3.0
C 0.5 0.8 -3.5
N -0.8 -1.6 4.3
S 0.4 -0.5 2.4
S -0.2 0.6 0.2
S 0.0 -0.3 -0.6
H -0.7 0.3 -0.2
H -0.4 -0.1 -0.2
H 0.1 -0.2 0.1
H -0.2 1.6 -2.9
H -0.5 1.3 -2.1
H 0.4 -0.1 -0.2
H 0.8 0.8 -0.1


(3)
C5H6N2 as an isolated structure. Source: the OMol25 dataset; level of theory: wB97M-V/def2-TZVPD.

Values from the calculation:
- relative energy (zero: lowest compared OMol25 entry of this formula, charge and spin) (eV) = 5.843
- E_tot (eV) = -8256.51549
- multiplicity = 1
- E_HOMO (eV) = -6.89

Last column: natural (NBO) charge in e.
CARTESIAN COORDINATES (ANGSTROEM)
N 0.68533 -1.64139 0.37159  -0.55
C 1.55053 -0.66308 0.35070  -0.05
C 0.80767 0.66457 0.46205  -0.16
C 0.46556 1.13700 -0.97105  -0.49
C -0.80450 0.40777 -0.72856  0.33
C -0.68441 -1.24123 0.81531  -0.12
N -0.67415 0.21342 0.54359  -0.29
H 1.12816 1.40129 1.20429  0.22
H 1.13146 0.70950 -1.73228  0.27
H 0.28017 2.19468 -1.13749  0.24
H -1.56949 -0.08500 -1.33190  0.21
H -0.74384 -1.47306 1.86631  0.20
H -1.57250 -1.62446 0.28744  0.18

Forces on the atoms, in the same order (eV/Å):
N -0.3 0.2 0.4
C -0.4 -0.2 -0.3
C 0.2 0.1 0.0
C -0.1 0.5 -0.1
C -0.3 0.6 -0.1
C 0.1 -0.5 0.5
N 0.3 -0.5 -0.6
H -0.1 -0.3 -0.1
H -0.3 0.1 0.1
H 0.3 0.2 -0.1
H 0.1 0.2 0.0
H -0.4 0.1 0.4
H 0.6 -0.4 0.0


(4)
A 2-piece molecular cluster, C4H6N4O2 overall at a distorted geometry. Source: the OMol25 dataset; level of theory: wB97M-V/def2-TZVPD.

Values from the calculation:
- relative energy (zero: lowest compared OMol25 entry of this formula, charge and spin) (eV) = 6.502
- E_tot (eV) = -14296.04485
- multiplicity = 1
- E_HOMO (eV) = -8.67

Last column: natural (NBO) charge in e.
CARTESIAN COORDINATES (ANGSTROEM)
C 1.87694 -0.72447 0.76980  0.16
C -0.75922 0.21225 -0.39453  0.18
C 1.63438 -1.39104 -0.48401  0.70
C -1.60875 -0.23619 0.74448  -0.32
N 2.34784 -0.19778 1.65434  -0.21
N -0.04208 1.04838 -0.83626  -0.03
N 0.26253 1.87889 -1.69665  -0.55
N -2.28182 0.74336 1.53982  -0.80
O 0.91644 -2.32601 -0.68419  -0.52
O 2.06104 -0.65656 -1.46862  -0.64
H -2.30883 -1.04988 0.42184  0.23
H -0.93675 -0.87789 1.41691  0.23
H 1.19185 2.10979 -1.79464  0.34
H 1.78027 -1.00688 -2.32275  0.52
H -2.35551 1.44116 0.82978  0.36
H -1.77835 1.03288 2.30469  0.37

Forces on the atoms, in the same order (eV/Å):
C 0.6 -0.9 -0.8
C 0.2 -0.1 1.0
C -2.5 -0.4 -1.3
C 1.4 -3.5 1.1
N 0.4 0.9 1.8
N -1.5 -0.8 -0.2
N -2.2 0.7 -0.8
N -1.5 -0.7 -2.7
O 0.2 -1.1 1.0
O 1.9 1.5 -0.8
H 0.4 1.0 -0.3
H -0.5 0.9 -0.9
H 2.7 0.3 0.4
H -0.2 -0.3 0.0
H -0.7 1.6 0.6
H 1.5 1.0 1.8


(5)
A 2-piece molecular cluster, C5H5N4O3 overall at a distorted geometry. Source: the OMol25 dataset; level of theory: wB97M-V/def2-TZVPD.

Values from the calculation:
- relative energy (zero: lowest compared OMol25 entry of this formula, charge and spin) (eV) = 0.000
- E_tot (eV) = -17365.94597
- multiplicity = 1
- net charge = -1
- E_HOMO (spin up / spin down) (eV) = -2.60 / -2.60

Last column: natural (NBO) charge in e.
CARTESIAN COORDINATES (ANGSTROEM)
C -2.28463 1.98105 -0.37908  0.06
C 1.61491 -0.96022 -0.23354  -0.68
C 1.65654 0.33333 -0.35502  0.74
C 2.75769 -1.78255 -0.70752  0.78
C -1.49252 0.18820 1.13232  -0.65
N -2.75611 3.19802 -0.20009  -0.35
N -2.94778 3.32915 1.09396  -0.13
N -2.60536 2.23894 1.69895  -0.16
N -2.10752 1.35048 0.78465  -0.14
O 3.68496 -1.14259 -1.48295  -0.69
O 2.95085 -2.96969 -0.54295  -0.59
O 2.03315 1.45169 -0.53007  -0.47
H -1.95791 1.39331 -1.19204  0.18
H 0.80464 -1.63465 0.10710  0.31
H -1.67825 -0.48035 0.39559  0.15
H -1.59787 -0.17588 2.04867  0.18
H 3.33948 -0.33901 -1.81340  0.47

Forces on the atoms, in the same order (eV/Å):
C 0.8 -1.3 0.5
C -0.4 -3.5 0.1
C 1.0 4.0 0.1
C 0.8 -0.6 -0.8
C 2.2 1.4 -2.4
N -0.4 0.4 -1.3
N 0.0 -0.3 0.0
N 0.7 -1.0 1.2
N -2.1 3.8 1.5
O 0.6 -1.1 0.5
O -0.9 1.1 0.6
O -1.3 -2.9 0.3
H 0.1 0.4 -1.5
H 0.4 1.4 0.0
H -0.4 -2.5 -2.2
H -0.7 -0.9 3.9
H -0.5 1.5 -0.5


(6)
One molecule with the formula C3H5NO at a distorted geometry. Source: the OMol25 dataset; level of theory: wB97M-V/def2-TZVPD.

Values from the calculation:
- relative energy (zero: lowest compared OMol25 entry of this formula, charge and spin) (eV) = 3.230
- E_tot (eV) = -6726.34279
- multiplicity = 1
- E_HOMO (eV) = -9.70
- structure (SMILES) = C1=NOCC1

Last column: natural (NBO) charge in e.
CARTESIAN COORDINATES (ANGSTROEM)
C -0.77776 -0.35548 -0.67242  -0.13
C 0.56449 -0.53507 0.13299  -0.51
C 0.47853 0.81533 0.88010  0.00
H -0.78372 -0.93355 -1.75342  0.22
H -1.70692 -0.70010 0.04542  0.20
H 1.50427 -0.64498 -0.60186  0.23
H 0.60190 -1.52769 0.84275  0.23
H 1.04996 0.99834 1.81793  0.22
N -0.14965 1.70895 0.23379  -0.08
O -0.78111 1.17425 -0.92528  -0.39

Forces on the atoms, in the same order (eV/Å):
C -0.2 -0.8 -0.9
C 0.1 -1.9 -0.1
C 1.3 -1.2 -0.5
H -0.2 1.7 2.9
H 2.1 1.2 -2.0
H -2.0 0.6 1.7
H -0.3 2.6 -1.7
H -0.7 0.3 -0.9
N -0.5 0.1 0.0
O 0.5 -2.7 1.6